The following is a DFT calculation (ωB97M-V/def2-TZVPD) of one molecule with the formula CH7N3S at a distorted geometry.

XYZ file:
```
12
Properties=species:S:1:pos:R:3:forces:R:3:lowdin_charge:R:1
C 1.202733 -0.760871 -0.017002 0.42 -2.92 -1.80 -0.158
N 0.013574 -0.151199 0.418497 1.52 3.95 2.18 -0.340
N 0.491632 1.405409 0.621332 0.13 -2.41 -0.21 0.051
N -0.962411 -0.364931 -0.439846 -3.19 -0.30 -2.17 -0.500
S -2.560431 0.121817 0.099919 0.76 -0.21 -0.04 0.696
H 1.417273 -0.521142 -1.069577 0.04 0.35 -0.23 0.069
H 2.090605 -0.486331 0.524011 -0.06 -0.11 0.70 0.076
H 1.009969 -1.891637 -0.095799 0.55 1.52 0.65 0.113
H 1.154679 1.530426 -0.140782 -0.11 0.23 -0.17 0.027
H -0.269390 2.046606 0.470764 -0.68 -0.18 -0.11 0.014
H -0.905806 -0.156084 -1.481170 0.51 0.02 1.56 0.100
H -2.682423 -0.772060 1.109650 0.10 0.06 -0.36 -0.148
```
Forces are in eV/Å.

## Properties
frontier orbital gap: 9.3215 eV
ΔE to the lowest compared entry with this formula, charge and spin: 71.8 kcal/mol
largest force on an atom: 4.8 eV/Å
highest occupied orbital energy: -8.56 eV
net charge: 0
E: -16452.706 eV
SMILES: CN(N)NS